Entry 1:
Here is a 3-piece molecular cluster, C4H17N2O2S overall at a distorted geometry from OMol25. Energies are from ωB97M-V with the def2-TZVPD basis set.

Geometry (Å):
S 0.555 2.091 -2.487
H -0.133 0.558 2.662
H -0.018 -1.032 3.098
H -1.230 1.042 0.320
H 1.268 0.514 -0.950
H 0.385 2.988 -1.502
C 0.474 0.459 -1.681
H 3.011 1.282 2.513
H -2.777 -0.005 1.437
C -0.166 -0.686 1.066
C -0.903 -0.137 -1.403
O 2.476 1.137 1.741
H 0.817 -0.267 0.856
H -2.594 -1.469 0.841
N -2.609 -0.490 0.553
H 0.568 -4.310 1.494
O 0.455 -3.588 0.880
H -3.168 -0.198 -0.237
H -0.139 -1.785 0.932
H 0.933 -0.170 -2.456
H 2.598 1.960 1.233
C -1.123 -0.037 0.144
H -1.712 0.303 -1.996
H -0.923 -1.208 -1.648
H 1.323 -3.373 0.521
N -0.489 -0.377 2.490

## Properties
Energy above the lowest of the compared OMol25 structures with the same formula, charge and spin   121.7 kJ/mol
LUMO level   -2.90 eV
Highest occupied orbital energy   -12.2 eV
Charge   +1
Orbital gap   9.315 eV

***

Entry 2:
Here is C4H17N2O4 as an isolated structure at a distorted geometry from OMol25. Energies are from ωB97M-V with the def2-TZVPD basis set.

Geometry (Å):
C 0.595 -1.196 -1.553
C 0.629 2.569 -1.578
H -0.498 -1.136 -1.503
H -0.619 -2.483 0.411
H -0.246 0.884 -2.644
H -0.959 3.655 -0.885
H 1.954 -2.782 -0.994
H -0.933 2.049 -0.308
H -0.718 0.944 3.456
H 0.800 -0.745 2.702
O 0.154 -3.022 -0.033
H 0.694 3.214 -2.457
H -2.277 1.308 3.163
H 0.935 -1.262 -2.602
C 0.756 1.171 -2.279
H 1.372 2.474 -0.778
O -1.406 1.644 3.439
H -0.938 -0.999 2.055
O -1.505 -1.377 1.027
N 1.189 0.162 -1.298
H 1.546 -1.688 0.392
H 0.766 0.412 -0.402
H 1.414 1.231 -3.163
N -0.736 2.685 -1.068
H -2.300 -1.876 1.265
O -0.141 -0.553 2.813
C 1.192 -2.149 -0.537

## Properties
LUMO level (spin up / spin down)   6.01 / 5.87 eV
Highest occupied orbital energy (spin up / spin down)   3.9 / -2.3 eV
Charge   -2
Orbital gap (spin up / spin down)   2.111 / 8.177 eV
Spin multiplicity   2

***

Entry 3:
Here is a 4-piece molecular cluster, C4H17NO3 overall at a distorted geometry from OMol25. Energies are from ωB97M-V with the def2-TZVPD basis set.

Geometry (Å):
H 2.191 0.969 2.109
H -3.088 -1.276 0.904
H -0.408 -2.084 0.949
H 2.877 1.131 0.545
C -2.281 -1.288 1.634
H 1.233 -0.008 -0.229
O -1.124 -1.629 -3.263
C -0.914 -1.102 0.980
C 1.963 1.330 1.109
H -1.558 1.409 -1.642
C 0.138 -0.195 1.592
H -0.378 0.548 2.211
H -2.549 -0.393 2.219
O 2.196 0.693 -2.540
H 1.643 2.357 1.022
H -0.512 1.868 -0.640
H 2.215 1.651 -2.622
H -1.120 -0.905 -0.070
H -0.377 -1.116 -2.888
H -1.482 -2.190 -2.563
H 3.094 0.381 -2.529
H 0.868 -0.760 2.182
N 0.822 0.528 0.523
O -1.123 2.227 -1.292
H -2.324 -2.146 2.299

## Properties
Energy above the lowest of the compared OMol25 structures with the same formula, charge and spin   109.5 kJ/mol
LUMO level   0.51 eV
Highest occupied orbital energy   -9.2 eV
Charge   0
SMILES string   CCCNC.O.O.O
Orbital gap   9.739 eV

***

Entry 4:
Here is a 4-piece molecular cluster, C4H17NO3 overall at a distorted geometry from OMol25. Energies are from ωB97M-V with the def2-TZVPD basis set.

Geometry (Å):
H -1.027 -2.658 -1.884
O 0.532 -0.471 3.201
C -0.501 -2.516 -0.965
H 0.615 0.429 -2.683
C -1.289 -0.043 -0.388
H -1.223 -3.013 -0.273
H 0.649 -0.820 -0.329
H -0.587 -0.965 -3.303
H 0.386 -3.095 -1.115
H 2.770 1.057 0.690
C 0.259 -0.637 -2.521
H 2.982 2.462 1.094
N -0.750 1.278 -0.260
H 0.369 0.369 2.836
C -0.266 -1.030 -1.080
O -1.076 1.912 2.530
H -1.536 -0.569 0.589
H 1.209 -0.225 3.890
H -1.266 1.942 -0.955
H -0.926 1.662 1.626
H -1.056 2.801 2.783
H 1.128 -1.244 -2.751
H 0.264 1.330 -0.242
O 2.644 1.998 0.385
H -2.303 0.046 -0.874

## Properties
Energy above the lowest of the compared OMol25 structures with the same formula, charge and spin   166.5 kJ/mol
LUMO level   0.50 eV
Highest occupied orbital energy   -9.3 eV
Charge   0
SMILES string   CC(C)CN.O.O.O
Orbital gap   9.780 eV

***

Entry 5:
Here is a 4-piece molecular cluster, C4H17NO3 overall at a distorted geometry from OMol25. Energies are from ωB97M-V with the def2-TZVPD basis set.

Geometry (Å):
H 0.033 1.402 -0.441
O 1.032 -1.057 4.023
H 2.181 -0.147 0.794
C -1.749 -1.079 -0.687
H 1.329 0.181 -1.754
N 1.835 0.574 0.183
H -0.997 -1.957 1.111
H -2.175 -2.009 -1.032
H 0.541 -1.796 3.638
H -1.364 0.465 1.348
C -0.645 -1.246 0.353
H -0.287 1.412 -2.918
H -0.850 2.841 -2.856
O 1.096 0.189 -2.702
C 0.486 1.065 0.490
H -2.502 -0.374 -0.329
H 0.547 1.953 1.134
H -1.330 -0.548 -1.546
H 2.500 1.276 -0.088
O -1.117 1.917 -2.868
H 0.023 -0.321 2.125
H 0.443 -0.338 3.757
H 1.060 -0.750 -2.920
C -0.374 0.041 1.186
H 0.284 -1.693 -0.001

## Properties
Energy above the lowest of the compared OMol25 structures with the same formula, charge and spin   41.5 kJ/mol
LUMO level   0.71 eV
Highest occupied orbital energy   -9.5 eV
Charge   0
SMILES string   CCCCN.O.O.O
Orbital gap   10.253 eV

***

Entry 6:
Here is a 4-piece molecular cluster, C4H17NO4 overall at a distorted geometry from OMol25. Energies are from ωB97M-V with the def2-TZVPD basis set.

Geometry (Å):
H -0.027 -0.617 1.043
H 2.426 2.059 0.628
C -1.960 0.914 -2.095
C 1.875 -0.761 0.356
H 0.137 2.133 2.480
H -2.047 2.000 -2.132
C -1.258 0.424 -0.816
H -3.004 0.602 -2.123
H -1.989 -0.001 -0.126
H -1.921 -3.188 -0.547
H -0.835 1.269 -0.286
H 2.177 0.286 0.317
H 0.008 0.891 3.335
H -1.407 0.578 -2.967
H 2.434 -1.351 -0.373
O 1.868 2.828 0.788
H 1.663 -1.775 2.012
N 0.460 -0.985 0.232
H -0.476 -2.864 -0.156
O -0.501 1.655 3.024
C -0.107 -0.527 -1.063
H 0.681 -0.074 -1.665
H 0.941 2.652 0.591
H -0.405 -1.416 -1.611
O 2.308 -1.155 1.656
O -1.038 -3.577 -0.503

## Properties
Energy above the lowest of the compared OMol25 structures with the same formula, charge and spin   59.6 kJ/mol
LUMO level   0.44 eV
Highest occupied orbital energy   -9.8 eV
Charge   0
SMILES string   CCCNCO.O.O.O
Orbital gap   10.278 eV

***

Entry 7:
Here is one molecule with the formula C4H17NP2Si2 at a distorted geometry from OMol25. Energies are from ωB97M-V with the def2-TZVPD basis set.

Geometry (Å):
H 0.908 1.188 4.646
H -1.880 -0.131 -4.025
Si -0.028 -1.680 -0.644
H 2.298 0.386 1.436
H -0.306 2.710 0.476
P -1.774 -1.550 -2.062
N -0.273 -0.464 0.565
H 1.045 2.759 4.598
H -0.100 -0.530 -3.782
C -1.319 -3.133 -2.998
H -1.633 -3.920 -2.372
H 0.098 3.959 1.661
P -0.211 1.740 2.658
H 2.055 1.826 3.405
H -0.756 0.498 -2.757
C 0.196 2.969 1.315
H 1.306 3.076 0.989
H -0.349 -3.113 -3.332
C -1.063 -0.307 -3.280
H 1.049 -1.539 -1.516
H -1.812 -3.141 -3.859
H 0.785 -1.001 2.920
C 1.176 1.894 3.920
H 0.323 -2.777 0.179
Si 0.807 -0.037 1.855
H -0.542 0.317 0.004

## Properties
Energy above the lowest of the compared OMol25 structures with the same formula, charge and spin   0.0 kJ/mol
LUMO level   0.74 eV
Highest occupied orbital energy   -8.5 eV
Charge   0
SMILES string   CP(C)[SiH2]N[SiH2]P(C)C
Orbital gap   9.285 eV

***

Entry 8:
Here is C4H18HgO6 as an isolated structure at a distorted geometry from OMol25. Energies are from ωB97M-V with the def2-TZVPD basis set.

Geometry (Å):
H -0.287 -3.118 2.489
H 4.898 -0.402 3.220
H -7.447 -0.186 -0.459
H -6.974 0.882 -1.705
C 5.661 0.096 2.622
H 1.570 3.898 -2.437
H -6.885 -0.897 -1.983
H 0.501 1.563 3.124
O 4.454 -0.496 0.507
H -4.984 -0.884 -0.216
H 0.301 4.119 -1.643
C -6.727 -0.087 -1.271
Hg 0.131 -0.245 -1.018
O 0.869 3.429 -1.985
O -4.349 0.428 -1.730
O 0.646 -2.787 -4.139
H -5.440 0.832 -0.091
C 5.315 0.407 1.214
H 0.785 -3.722 -4.286
H 5.970 1.018 3.114
H 6.612 -0.438 2.615
H 0.339 -2.454 -4.983
H 0.071 -4.039 1.342
H 4.864 1.399 1.239
H 6.198 0.371 0.574
O -0.108 1.808 2.427
C -5.318 -0.009 -0.774
O -0.215 -3.146 1.535
H -0.451 2.660 2.697

## Properties
Energy above the lowest of the compared OMol25 structures with the same formula, charge and spin   701.1 kJ/mol
LUMO level   -5.28 eV
Highest occupied orbital energy   -6.9 eV
Charge   0
Orbital gap   1.609 eV